(1)
Molecular formula: C2H5BrSi
Method: DFT, ωB97M-V/def2-TZVPD

Results
E_HOMO (spin up / spin down) = -7.0 / -9.8 eV
LUMO energy (spin up / spin down) = 0.9 / -1.9 eV
Energy relative to the best compared isomer or geometry (same formula, charge and spin) = 175.0 kJ/mol
Spin multiplicity = 3
Charge = 0

Each line ends with the Mulliken charge.
CARTESIAN COORDINATES (ANGSTROEM)
1 C -0.7031 1.8639 0.5533  -0.479
2 C -0.2968 0.7063 1.0077  0.042
3 Si 0.6857 -1.7465 -1.1448  0.248
4 Br -0.1181 0.2022 2.8128  -0.106
5 H -0.9955 2.7131 1.1700  0.282
6 H -0.7413 2.0297 -0.5131  0.204
7 H 0.8406 -1.0010 -2.3842  -0.069
8 H 1.8847 -2.2894 -0.5369  -0.065
9 H -0.5562 -2.4782 -0.9646  -0.057

***

(2)
Molecular formula: C2H2FO2Sr
Method: DFT, ωB97M-V/def2-TZVPD

Results
E_HOMO = -14.6 eV
LUMO energy = -4.8 eV
Spin multiplicity = 1
Charge = +1

Each line ends with the Mulliken charge.
CARTESIAN COORDINATES (ANGSTROEM)
1 F -0.0952 -2.7894 2.1083  -0.843
2 O 1.2867 2.1122 -2.3072  -0.029
3 C 0.4565 2.1141 -1.5583  0.498
4 C -0.6379 2.0049 -0.5294  -0.201
5 O -0.7939 0.6861 -0.3575  -0.864
6 Sr -0.3525 -1.1253 0.9619  1.868
7 H -1.4915 2.5396 -0.9955  0.281
8 H -0.2581 2.6022 0.3257  0.290

***

(3)
Molecular formula: C5H11NO
Method: DFT, ωB97M-V/def2-TZVPD

Results
E_HOMO = -9.6 eV
LUMO energy = 0.9 eV
Energy relative to the best compared isomer or geometry (same formula, charge and spin) = 182.7 kJ/mol
Spin multiplicity = 1
SMILES string = C[C@H](N)CCC=O
Charge = 0

Each line ends with the Mulliken charge.
CARTESIAN COORDINATES (ANGSTROEM)
1 C 1.1575 0.9415 0.7787  -1.251
2 C 0.9843 -0.4347 0.1610  0.203
3 N 2.2571 -0.8872 -0.4443  -0.739
4 C -0.2235 -0.6152 -0.7803  -0.527
5 C -1.4375 -0.4391 0.1810  -0.850
6 C -2.3378 0.7492 -0.0652  0.005
7 O -1.9884 1.7500 -0.6375  -0.469
8 H 1.9855 1.0218 1.4758  0.374
9 H 1.1820 1.7978 0.0922  0.340
10 H 0.2181 1.2354 1.3161  0.302
11 H 0.8092 -1.1011 1.0251  0.162
12 H 1.9700 -1.3385 -1.3358  0.279
13 H 2.7206 -0.1600 -1.0057  0.305
14 H -0.3381 -1.6085 -1.2108  0.341
15 H -0.3528 0.2033 -1.5147  0.349
16 H -1.1957 -0.4074 1.2603  0.439
17 H -2.1748 -1.2712 0.1791  0.398
18 H -3.2357 0.5637 0.5249  0.339

***

| no. | calculated total energy (Ha) |
| --- | --- |
| 1 | -2942.49632 |
| 2 | -358.22732 |
| 3 | -327.06178 |